Run P
{"formula": "CH3NO3S", "method": "the ωB97M-V functional and the def2-TZVPD basis", "homo_energy_ev": -9.09, "gap_ha": 0.35431, "smiles": "NOSOC=O", "species": ["S", "O", "O", "O", "N", "C", "H", "H", "H"], "positions_angstrom": [[0.35, 0.91, -1.27], [-1.12, 0.33, -0.61], [-0.77, 1.65, 1.22], [1.34, 0.06, -0.38], [1.44, -1.39, -0.46], [-1.48, 0.97, 0.57], [-2.68, 0.78, 0.86], [0.65, -1.71, 0.13], [2.28, -1.59, -0.05]]}

***

Run Q
{"formula": "CH3NO3S", "method": "the ωB97M-V functional and the def2-TZVPD basis", "homo_energy_ev": -10.17, "gap_ha": 0.35230, "smiles": "O=[N+]([O-])[C@@H](O)S", "species": ["S", "O", "O", "O", "N", "C", "H", "H", "H"], "positions_angstrom": [[1.70, -0.44, 0.03], [-0.45, 0.37, -1.50], [-0.71, -0.91, 1.91], [-0.92, 1.14, 1.00], [-0.65, -0.05, 0.93], [-0.15, -0.52, -0.47], [-0.37, -1.62, -0.78], [-0.05, 1.17, -1.48], [1.59, 0.88, 0.35]]}

***

Least stable structure: run Q

***

Run P
{"formula": "C2H4IN4", "method": "the ωB97M-V functional and the def2-TZVPD basis", "homo_energy_ev": [-12.65, -12.29], "gap_ha": [0.24083, 0.23708], "charge": 1, "species": ["I", "N", "N", "N", "N", "C", "C", "H", "H", "H", "H"], "positions_angstrom": [[4.28, 0.19, 1.22], [0.36, 0.51, 1.28], [0.67, 0.05, -0.92], [1.24, 0.46, 0.25], [-1.46, -0.04, -0.11], [-0.93, 0.33, 1.14], [-0.58, -0.38, -1.08], [1.37, -0.19, -1.66], [-1.51, 0.33, 2.00], [-2.52, -0.28, -0.25], [-0.91, -0.99, -1.86]]}

***

Run Q
{"formula": "C2H4IN4", "method": "the ωB97M-V functional and the def2-TZVPD basis", "homo_energy_ev": -12.57, "gap_ha": 0.29615, "charge": 1, "species": ["I", "N", "N", "N", "N", "C", "C", "H", "H", "H", "H"], "positions_angstrom": [[-4.07, 0.30, 0.06], [-2.08, -2.81, 0.67], [-1.08, 0.39, 0.63], [0.22, -0.93, -0.87], [-2.07, -1.67, 0.62], [-2.23, -0.43, 0.51], [0.09, 0.03, 0.00], [-1.41, 1.25, 1.02], [-0.55, -1.52, -1.17], [1.09, -1.01, -1.29], [0.98, 0.59, 0.41]]}

***

Least stable structure: run P

***

Run P
{"formula": "CH3NO3", "method": "the ωB97M-V functional and the def2-TZVPD basis", "homo_energy_ev": [-9.31, -9.31], "gap_ha": [0.30380, 0.30353], "species": ["O", "O", "O", "N", "C", "H", "H", "H"], "positions_angstrom": [[-0.36, -1.70, 0.58], [2.25, -0.71, 1.87], [1.70, 0.27, 1.17], [-0.03, 0.87, -0.37], [0.67, 0.16, 0.47], [0.39, 1.41, -1.12], [-0.98, 0.63, -0.46], [0.52, -2.00, 0.84]]}

***

Run Q
{"formula": "CH3NO3", "method": "the ωB97M-V functional and the def2-TZVPD basis", "homo_energy_ev": -9.53, "gap_ha": 0.31954, "smiles": "O=NC(=O)O.[H][H]", "species": ["O", "O", "O", "N", "C", "H", "H", "H"], "positions_angstrom": [[-2.04, -1.01, -0.39], [-0.82, 0.72, 1.42], [0.93, -0.40, 0.58], [-1.05, -0.27, -0.69], [-0.09, 0.03, 0.57], [1.79, -0.45, -1.89], [-0.15, 1.27, 1.96], [1.42, 0.10, -1.55]]}

***

Least stable structure: run P

***

Run P
{"formula": "CH3NO3", "method": "the ωB97M-V functional and the def2-TZVPD basis", "homo_energy_ev": -8.84, "gap_ha": 0.33506, "smiles": "O=CN(O)O", "species": ["O", "O", "O", "N", "C", "H", "H", "H"], "positions_angstrom": [[-0.65, -1.09, -0.15], [0.91, 2.14, 0.55], [0.39, 0.51, -1.40], [0.42, -0.12, -0.23], [0.59, 1.07, 0.97], [0.77, 0.63, 1.91], [0.14, 1.44, -1.22], [-0.80, -1.30, -1.06]]}

***

Run Q
{"formula": "CH3NO3", "method": "the ωB97M-V functional and the def2-TZVPD basis", "homo_energy_ev": -11.58, "gap_ha": 0.42186, "smiles": "O=[N+]([O-])CO", "species": ["O", "O", "O", "N", "C", "H", "H", "H"], "positions_angstrom": [[-1.28, -1.20, 0.02], [-1.68, 0.91, -0.30], [1.35, -0.69, 0.20], [-0.95, -0.01, -0.09], [0.50, 0.37, 0.00], [0.70, 0.80, -1.13], [0.52, 1.16, 0.75], [0.83, -1.34, 0.54]]}

***

Run R
{"formula": "CH3NO3", "method": "the ωB97M-V functional and the def2-TZVPD basis", "homo_energy_ev": [-9.27, -11.17], "gap_ha": [0.29956, 0.35658], "species": ["O", "O", "O", "N", "C", "H", "H", "H"], "positions_angstrom": [[1.06, -0.41, -0.82], [-1.29, -0.73, -1.61], [-2.01, -1.26, 0.46], [-1.21, -0.86, -0.37], [0.11, -0.60, 0.05], [0.75, -0.02, -1.65], [-0.75, 1.64, 0.55], [0.41, -0.89, 0.98]]}

***

Run S
{"formula": "CH3NO3", "method": "the ωB97M-V functional and the def2-TZVPD basis", "homo_energy_ev": -10.19, "gap_ha": 0.40553, "smiles": "NOOC=O", "species": ["O", "O", "O", "N", "C", "H", "H", "H"], "positions_angstrom": [[0.33, -0.22, 0.15], [0.67, -1.97, -2.80], [0.34, -0.20, -1.27], [-0.68, 0.34, 0.79], [0.67, -1.57, -1.70], [-1.53, -0.28, 0.93], [-0.83, 1.37, 0.92], [0.95, -2.02, -0.67]]}

***

Least stable structure: run R

***

Run P
{"formula": "C6H6", "method": "the ωB97M-V functional and the def2-TZVPD basis", "homo_energy_ev": -8.05, "gap_ha": 0.32927, "smiles": "C=C=C1C=C1C", "species": ["C", "C", "C", "C", "C", "C", "H", "H", "H", "H", "H", "H"], "positions_angstrom": [[-0.66, 1.64, -0.04], [1.61, 0.16, -0.02], [-1.99, -0.68, -0.02], [0.45, 0.66, 0.02], [-1.00, 0.42, 0.03], [2.80, -0.38, 0.01], [-0.80, 2.64, 0.01], [-2.49, -0.70, 0.95], [3.09, -0.69, -0.95], [-1.63, -1.71, -0.06], [-2.51, -0.78, -0.93], [3.12, -0.57, 0.99]]}

***

Run Q
{"formula": "C6H6", "method": "the ωB97M-V functional and the def2-TZVPD basis", "homo_energy_ev": -7.65, "gap_ha": 0.32564, "smiles": "C12C3C1C1C2C31", "species": ["C", "C", "C", "C", "C", "C", "H", "H", "H", "H", "H", "H"], "positions_angstrom": [[-0.30, -0.02, 1.11], [0.37, 0.80, -0.83], [-0.87, -0.78, -0.07], [1.03, 0.13, 0.35], [0.50, -0.71, -0.79], [-1.04, 0.67, -0.33], [-1.65, -1.54, -0.04], [-1.38, 1.25, 0.70], [-0.53, -0.20, 2.16], [1.03, -1.39, -1.45], [0.79, 1.52, -1.52], [2.05, 0.27, 0.70]]}

***

Least stable structure: run Q

***

Run P
{"formula": "C6H12O3", "method": "the ωB97M-V functional and the def2-TZVPD basis", "homo_energy_ev": -6.04, "gap_ha": 0.22847, "species": ["O", "O", "O", "C", "C", "C", "C", "C", "C", "H", "H", "H", "H", "H", "H", "H", "H", "H", "H", "H", "H"], "positions_angstrom": [[1.65, 1.87, 0.86], [-0.84, 0.57, 0.93], [1.80, -0.28, 1.35], [-0.69, -0.34, -0.43], [0.72, 0.34, -0.76], [1.32, 0.65, 0.53], [1.56, -0.56, -1.67], [-1.83, 0.14, 1.84], [-1.69, -0.30, -1.38], [1.88, 1.92, 1.80], [-0.52, -1.35, -0.03], [-1.94, 0.63, -1.88], [-2.77, -0.03, 1.32], [-1.98, 0.92, 2.59], [0.94, -0.81, -2.53], [-1.54, -0.80, 2.35], [1.83, -1.49, -1.18], [1.43, -1.15, 1.13], [2.47, -0.07, -2.01], [0.50, 1.29, -1.25], [-2.31, -1.16, -1.58]]}

***

Run Q
{"formula": "C6H12O3", "method": "the ωB97M-V functional and the def2-TZVPD basis", "homo_energy_ev": -9.75, "gap_ha": 0.39272, "smiles": "C1CCOC1.CC(=O)O", "species": ["O", "O", "O", "C", "C", "C", "C", "C", "C", "H", "H", "H", "H", "H", "H", "H", "H", "H", "H", "H", "H"], "positions_angstrom": [[1.95, -0.70, 0.43], [0.42, -2.13, 1.26], [-1.66, 0.16, -0.02], [-0.60, 2.22, -0.54], [-1.46, 0.21, -1.44], [2.69, -2.71, 1.56], [1.69, -1.73, 1.02], [-1.29, 1.68, -1.80], [-1.33, 1.44, 0.55], [-2.28, 2.17, -1.93], [-0.72, 1.27, 1.46], [0.47, 1.96, -0.56], [-0.16, -1.42, 0.87], [2.56, -2.82, 2.65], [-0.71, 1.84, -2.73], [-2.33, -0.27, -1.94], [3.71, -2.37, 1.35], [2.54, -3.70, 1.09], [-0.68, 3.31, -0.42], [-2.26, 1.95, 0.85], [-0.56, -0.37, -1.71]]}

***

Least stable structure: run P

***

Run P
{"formula": "C2H3Cl2NS", "method": "the ωB97M-V functional and the def2-TZVPD basis", "homo_energy_ev": -9.40, "gap_ha": 0.33633, "smiles": "S=CNC(Cl)Cl", "species": ["Cl", "Cl", "S", "N", "C", "C", "H", "H", "H"], "positions_angstrom": [[-1.09, 1.90, -1.62], [-2.53, 0.53, 0.51], [1.28, -2.55, -0.22], [-0.31, -0.42, -0.64], [0.78, -1.07, 0.14], [-0.88, 0.77, -0.24], [1.17, -0.43, 0.91], [-0.27, 1.27, 0.52], [-0.76, -1.00, -1.34]]}

***

Run Q
{"formula": "C2H3Cl2NS", "method": "the ωB97M-V functional and the def2-TZVPD basis", "homo_energy_ev": -9.20, "gap_ha": 0.34394, "smiles": "S/N=C\\C(Cl)Cl", "species": ["Cl", "Cl", "S", "N", "C", "C", "H", "H", "H"], "positions_angstrom": [[-0.79, -1.71, 0.23], [1.97, -0.82, -0.65], [-1.06, 0.89, -1.83], [-0.73, 1.44, -0.24], [-0.06, 0.77, 0.61], [0.58, -0.53, 0.41], [-0.15, 1.24, 1.60], [-0.69, -0.49, -1.64], [0.93, -0.78, 1.50]]}

***

Least stable structure: run Q

***

Run P
{"formula": "C2H2N2O3", "method": "the ωB97M-V functional and the def2-TZVPD basis", "s_squared": 2.014, "homo_energy_ev": [-7.30, -12.24], "spin_multiplicity": 3, "gap_ha": [0.26080, 0.33638], "species": ["O", "O", "O", "N", "N", "C", "C", "H", "H"], "positions_angstrom": [[1.39, 0.99, 1.02], [2.08, 0.41, -0.96], [-1.27, 0.93, 0.26], [-0.64, -2.24, 0.63], [1.34, 0.54, -0.05], [-0.57, 0.03, -0.48], [-0.59, -1.31, -0.06], [-0.55, 0.29, -1.49], [-1.20, 0.36, 1.14]]}

***

Run Q
{"formula": "C2H2N2O3", "method": "the ωB97M-V functional and the def2-TZVPD basis", "s_squared": 2.014, "homo_energy_ev": [-8.65, -12.34], "spin_multiplicity": 3, "gap_ha": [0.33582, 0.39358], "species": ["O", "O", "O", "N", "N", "C", "C", "H", "H"], "positions_angstrom": [[2.16, -0.07, -0.82], [-1.14, 1.13, 0.29], [1.79, 0.85, 1.10], [-0.60, -2.24, 0.40], [1.57, 0.37, 0.07], [-0.93, 0.09, -0.56], [-0.81, -1.19, -0.03], [-0.50, 0.38, -1.51], [-1.54, 0.67, 1.06]]}

***

Least stable structure: run P